Record 1
Molecular formula: C5H12O2
Method: DFT, ωB97M-V/def2-TZVPD

The orbital gap is 0.4015 Eh. For the energy relative to the best compared isomer or geometry (same formula, charge and spin), the calculation gives 24.24 kcal/mol. The LUMO energy comes out at 0.80 eV. The SMILES is CC[C@@H](O)[C@@H](C)O. Its HOMO energy is -10.124 eV. The calculation puts the electronic energy at -348.1662 hartree.

Geometry as XYZ:
```
19
Properties=species:S:1:pos:R:3:lowdin_charge:R:1
C -2.29206 -1.01533 -0.68457 -0.105
C -1.53637 -0.06069 0.24834 -0.193
C -0.04631 -0.40817 0.14556 -0.359
O 0.25365 -0.45145 -1.24599 -0.080
C 1.00300 0.50273 0.81057 -0.362
C 2.34303 0.26549 0.05240 -0.039
O 0.51433 1.83780 0.72065 -0.040
H -1.89900 -0.92119 -1.69933 0.068
H -2.12802 -2.05758 -0.38218 0.078
H -3.36746 -0.82453 -0.70698 0.069
H -1.67233 0.97883 -0.07524 0.110
H -1.91927 -0.12626 1.27405 0.116
H 0.11536 -1.42047 0.53983 0.153
H 0.26728 0.48463 -1.49966 0.106
H 1.11136 0.23838 1.88034 0.145
H 2.25124 0.28148 -1.03991 0.076
H 3.10636 0.99855 0.31900 0.074
H 2.71479 -0.74341 0.27140 0.089
H 1.18044 2.44119 1.07171 0.095
```

---

Record 2
Molecular formula: C36H41N3O3
Method: DFT, ωB97M-V/def2-TZVPD

The orbital gap is 0.1191 Eh. The LUMO energy comes out at -1.82 eV. Its HOMO energy is -5.060 eV. The calculation puts the electronic energy at -1786.2767 hartree.

Geometry as XYZ:
```
83
Properties=species:S:1:pos:R:3:lowdin_charge:R:1
C 2.43157 -0.90046 2.93021 0.026
N 1.08075 -1.13177 3.39985 -0.023
C 0.10066 -1.85774 2.81319 -0.059
C 0.41083 -2.76354 1.69037 -0.267
C 1.37204 -2.33194 0.65486 -0.031
C 2.03871 -3.30820 -0.00805 0.007
C 3.36275 -3.32975 -0.59572 -0.201
C 3.99483 -4.59997 -0.70997 -0.034
C 5.26815 -4.73329 -1.24838 -0.082
C 5.94720 -3.60227 -1.71784 -0.065
C 5.33619 -2.34495 -1.63273 -0.046
C 4.07740 -2.19196 -1.03601 0.013
O -0.04101 -3.93772 1.69188 0.038
N -0.95935 -1.84489 3.68057 0.086
C -2.25643 -2.55452 3.53543 -0.549
C -3.23363 -2.03933 4.58345 -0.054
C -2.08323 -4.04548 3.78164 -0.024
C -2.81055 -2.30746 2.14177 -0.008
C -0.64703 -1.02266 4.74666 0.008
C 0.61133 -0.57238 4.56750 0.014
H 3.00655 -0.55261 3.79517 0.109
H 2.87469 -1.83174 2.56041 0.108
H 2.47577 -0.12678 2.14910 0.102
H 1.52115 -1.26042 0.49086 0.106
H 1.60994 -4.32359 0.04358 0.129
H 3.45565 -5.47751 -0.34646 0.112
H 5.72844 -5.71968 -1.30887 0.105
H 6.93752 -3.70928 -2.16114 0.107
H 5.83311 -1.47225 -2.04761 0.087
H 3.62661 -1.20077 -0.91163 0.089
H -3.40751 -0.95849 4.49770 0.100
H -4.19311 -2.55142 4.42196 0.100
H -2.89823 -2.27655 5.60415 0.090
H -1.44757 -4.48800 3.01208 0.065
H -1.65312 -4.22298 4.77427 0.098
H -3.08091 -4.49971 3.74735 0.099
H -2.19388 -2.80565 1.39218 0.083
H -3.82385 -2.72259 2.11670 0.100
H -2.86873 -1.23212 1.93837 0.107
H -1.30982 -0.82736 5.57791 0.130
H 1.21300 0.04980 5.20578 0.140
C 5.92873 3.43209 -0.55129 -0.040
C 5.63364 2.15572 -1.30998 -0.580
C 4.97892 2.47674 -2.64027 -0.035
C 6.93066 1.37804 -1.49207 -0.035
O 4.78213 1.24264 -0.48395 -0.062
C 3.50319 1.56893 -0.04387 -0.512
C 2.45869 1.11825 -0.98516 -0.177
N 1.28999 1.68938 -0.88970 0.084
C 0.18332 1.52635 -1.59700 -0.239
C -1.00113 2.32415 -1.24149 -0.175
C -2.28930 2.08041 -1.77564 -0.059
C -3.36767 2.87504 -1.39118 -0.113
C -3.18564 3.92488 -0.48416 -0.127
C -1.91307 4.16481 0.05142 -0.103
C -0.83636 3.35994 -0.31213 -0.045
C 0.17794 0.62839 -2.77143 -0.177
C -0.28977 1.10414 -4.01540 -0.041
C -0.01958 0.38783 -5.18436 -0.092
C 0.69522 -0.81334 -5.10722 -0.113
C 1.04551 -1.35753 -3.86507 -0.093
C 0.73545 -0.66133 -2.69691 -0.054
O 3.26805 2.12038 1.01698 0.028
H 6.36631 3.21244 0.42802 0.093
H 6.65958 4.02584 -1.11290 0.087
H 5.03368 4.05023 -0.44563 0.091
H 4.76635 1.57111 -3.22135 0.089
H 4.06267 3.06325 -2.50290 0.092
H 5.66626 3.09910 -3.22842 0.089
H 6.75482 0.44105 -2.03414 0.062
H 7.66559 1.96932 -2.05417 0.090
H 7.35310 1.14184 -0.50699 0.092
H 2.77618 0.47744 -1.81714 0.087
H -2.42631 1.27130 -2.49732 0.101
H -4.35399 2.68397 -1.82058 0.094
H -4.02653 4.56541 -0.22117 0.087
H -1.75355 4.99400 0.73641 0.092
H 0.16157 3.53031 0.09030 0.105
H -0.79440 2.07333 -4.07309 0.116
H -0.33491 0.77881 -6.15593 0.099
H 0.96565 -1.35252 -6.01724 0.093
H 1.56207 -2.31978 -3.78514 0.097
H 0.92397 -1.09598 -1.70973 0.086
```

---

Record 3
Molecular formula: C5H10N2
Method: DFT, ωB97M-V/def2-TZVPD

The orbital gap (spin up / spin down) is 0.2856 / 0.2856 Eh. For the energy relative to the best compared isomer or geometry (same formula, charge and spin), the calculation gives 82.13 kcal/mol. The LUMO energy (spin up / spin down) comes out at 0.62 / 0.62 eV. Its HOMO energy (spin up / spin down) is -7.149 / -7.150 eV. The calculation puts the electronic energy at -305.8930 hartree.

Geometry as XYZ:
```
17
Properties=species:S:1:pos:R:3:lowdin_charge:R:1
C 0.02082 -0.74955 -0.41700 -0.240
C 0.78970 -2.03115 -0.25717 -0.068
C 0.98903 2.14240 -0.45829 -0.067
C -1.36461 -0.62299 0.57791 -0.328
C 0.25117 1.43397 0.62393 -0.140
N 0.05213 0.16242 0.67785 -0.035
N -2.43907 0.03235 0.28975 0.019
H -0.01088 -0.29593 -1.40686 0.134
H -3.26614 -0.48783 0.56697 0.018
H -1.31027 -1.48922 1.24527 0.120
H -0.20660 2.00387 1.42628 0.124
H 0.43838 -2.77056 -0.97883 0.078
H 0.67005 -2.44416 0.74598 0.074
H 1.86260 -1.86789 -0.40842 0.075
H 1.44378 3.05368 -0.07346 0.073
H 1.76731 1.50630 -0.87952 0.077
H 0.31258 2.42429 -1.27438 0.088
```